Entry 1:
Density functional theory data (wB97M-V/def2-TZVPD) for the molecule C18H17N3.

Last column: natural (NBO) charge in e.
CARTESIAN COORDINATES (ANGSTROEM)
C -5.028 -1.488 -0.342  -0.628
C -3.795 -0.666 -0.260  -0.034
C -2.719 -0.877 -1.133  -0.223
C -1.561 -0.145 -1.031  -0.192
C -1.420 0.854 -0.010  -0.047
C -0.179 1.771 0.097  -0.063
N -0.230 2.685 1.103  -0.658
C -1.056 3.729 1.082  0.411
N -1.793 4.617 1.116  -0.368
C 1.125 0.941 0.064  -0.132
C 2.350 1.552 -0.182  -0.013
N 3.376 0.600 -0.283  -0.359
C 4.797 0.872 -0.377  -0.400
C 2.806 -0.658 -0.154  0.131
C 3.447 -1.897 -0.128  -0.242
C 2.681 -3.044 0.086  -0.205
C 1.316 -2.957 0.299  -0.240
C 0.654 -1.718 0.321  -0.212
C 1.392 -0.541 0.069  -0.014
C -2.550 1.138 0.777  -0.216
C -3.692 0.376 0.648  -0.161
H -5.783 -1.126 0.365  0.216
H -5.479 -1.468 -1.342  0.221
H -4.840 -2.541 -0.102  0.221
H -2.793 -1.626 -1.935  0.213
H -0.695 -0.351 -1.694  0.226
H -0.121 2.608 -0.650  0.202
H 0.712 2.850 1.383  0.417
H 2.557 2.636 -0.298  0.216
H 5.390 -0.039 -0.310  0.218
H 5.070 1.362 -1.312  0.206
H 5.103 1.516 0.445  0.206
H 4.496 -1.914 -0.238  0.206
H 3.189 -4.006 0.119  0.215
H 0.750 -3.858 0.449  0.214
H -0.431 -1.726 0.517  0.236
H -2.489 1.919 1.554  0.226
H -4.557 0.619 1.287  0.204

The energy above the lowest of the compared OMol25 structures with the same formula, charge and spin comes out at 16.0 kcal/mol. The structure (SMILES) is Cc1ccc([C@@H](NC#N)c2cn(C)c3ccccc23)cc1. The HOMO energy is -8.173 eV. The value obtained for the electronic energy is -860.32339 Eh. As for the total charge: 0. The orbital gap is 8.733 eV.



Entry 2:
Density functional theory data (wB97M-V/def2-TZVPD) for the molecule C4H8N2O.

Last column: natural (NBO) charge in e.
CARTESIAN COORDINATES (ANGSTROEM)
C -1.443 -0.130 -0.632  -0.657
C -0.229 0.777 -0.476  0.111
O -0.508 1.935 0.279  -0.705
C 0.995 0.041 0.122  -0.173
N 1.267 -1.199 -0.581  -0.805
C 0.776 -0.129 1.584  0.249
N 0.557 -0.271 2.712  -0.330
H -1.708 -0.618 0.315  0.208
H -1.257 -0.901 -1.385  0.224
H -2.299 0.467 -0.960  0.233
H 0.080 1.138 -1.462  0.193
H -0.856 1.659 1.140  0.472
H 1.859 0.704 0.005  0.241
H 2.180 -1.564 -0.330  0.372
H 0.584 -1.908 -0.331  0.365

The energy above the lowest of the compared OMol25 structures with the same formula, charge and spin comes out at 31.4 kcal/mol. The structure (SMILES) is C[C@@H](O)[C@H](N)C#N. The HOMO energy is -10.409 eV. The value obtained for the electronic energy is -341.95360 Eh. As for the total charge: 0. The orbital gap is 11.194 eV.